(1)
{"formula": "C21H27MnNO2P2", "method": "ωB97M-V/def2-TZVPD", "elements": ["Mn", "P", "P", "O", "O", "N", "C", "C", "C", "C", "C", "C", "C", "C", "C", "C", "C", "C", "C", "C", "C", "C", "C", "C", "C", "C", "C", "H", "H", "H", "H", "H", "H", "H", "H", "H", "H", "H", "H", "H", "H", "H", "H", "H", "H", "H", "H", "H", "H", "H", "H", "H", "H", "H"], "positions_angstrom": [[0.22, -0.26, 0.52], [2.29, 0.59, 0.18], [-0.82, 1.05, 2.04], [1.56, -0.39, 2.45], [-0.46, -3.13, 0.32], [-0.61, 0.15, -0.97], [-3.86, -1.33, -1.52], [2.05, 1.25, -1.53], [-4.41, -1.11, -0.27], [3.68, -0.56, -0.09], [-2.17, 1.74, 0.97], [1.49, -1.66, -3.98], [1.42, 0.18, -2.39], [-2.76, 0.61, 0.17], [-2.02, 0.11, -0.95], [3.08, 1.99, 1.03], [-1.81, 0.37, 3.40], [-3.91, -0.09, 0.55], [0.11, -1.68, -4.01], [-0.07, -2.05, 0.56], [0.03, -0.08, -2.21], [-0.63, -0.84, -3.18], [-2.69, -0.66, -1.89], [2.08, -1.44, 3.21], [-2.11, -0.85, -3.24], [2.15, -0.67, -3.21], [-0.09, 2.55, 2.78], [-1.14, -0.11, 4.13], [-4.31, -2.01, -2.24], [3.42, -1.30, -0.85], [2.41, 2.87, 1.02], [-2.41, -0.05, -3.82], [3.28, 1.70, 2.07], [1.99, -1.20, 4.30], [-5.28, -1.69, 0.05], [0.19, 3.26, 1.99], [2.07, -2.35, -4.57], [-2.49, -1.77, -3.71], [1.35, 2.09, -1.41], [-2.87, 2.26, 1.64], [3.91, -1.08, 0.85], [-0.43, -2.35, -4.69], [-2.36, 1.19, 3.88], [-2.52, -0.38, 3.02], [3.02, 1.61, -1.88], [-0.83, 3.01, 3.45], [4.56, 0.02, -0.43], [-1.66, 2.46, 0.30], [4.02, 2.23, 0.51], [3.17, -1.62, 3.01], [-4.41, 0.14, 1.50], [1.56, -2.41, 3.04], [3.23, -0.58, -3.27], [0.81, 2.26, 3.34]], "mulliken_charge": [0.20, 1.39, 1.20, -0.35, -0.26, 0.33, -0.73, -1.54, -1.00, -1.33, -1.47, -1.00, -0.16, -0.15, 0.98, -1.26, -1.35, -0.39, -0.77, 0.07, 1.06, 0.16, 0.16, -0.97, -1.11, -0.39, -1.32, 0.39, 0.42, 0.36, 0.34, 0.42, 0.33, 0.27, 0.39, 0.35, 0.41, 0.50, 0.40, 0.56, 0.29, 0.40, 0.44, 0.37, 0.60, 0.47, 0.41, 0.41, 0.48, 0.28, 0.53, 0.28, 0.53, 0.35], "s2": 6.12, "lumo_energy_ev": [-4.5, -4.8], "e_above_lowest_kj_mol": 0.0, "orbital_gap_ev": [6.02, 6.10], "charge": 1, "multiplicity": 5}

---

(2)
{"formula": "C5H7NO", "method": "ωB97M-V/def2-TZVPD", "elements": ["O", "N", "C", "C", "C", "C", "C", "H", "H", "H", "H", "H", "H", "H"], "positions_angstrom": [[-1.74, 0.73, -0.91], [-0.75, 0.36, 1.69], [1.45, -1.29, -0.50], [-0.88, 1.40, -0.37], [0.60, 1.17, -0.63], [1.11, -0.03, -0.60], [-0.96, -0.87, 1.47], [-0.65, -1.68, 2.14], [1.94, -1.70, 0.37], [-1.48, -1.16, 0.55], [-1.12, 2.31, 0.20], [1.20, 2.03, -0.90], [1.26, -1.96, -1.33], [-0.19, 0.56, 2.52]], "mulliken_charge": [-0.51, -0.38, -0.73, 0.09, -0.31, 0.28, -0.41, 0.32, 0.28, 0.30, 0.27, 0.37, 0.25, 0.20], "lumo_energy_ev": 0.9, "e_above_lowest_kj_mol": 340.3, "orbital_gap_ev": 10.26, "smiles": "C=C=CC=O.C=N"}

---

(3)
{"formula": "C4H10N2O", "method": "ωB97M-V/def2-TZVPD", "elements": ["O", "N", "N", "C", "C", "C", "C", "H", "H", "H", "H", "H", "H", "H", "H", "H", "H"], "positions_angstrom": [[2.25, 1.21, -0.31], [0.94, 0.85, -0.59], [-0.83, 0.12, 0.29], [0.04, 1.28, 0.47], [-2.12, 0.35, -0.34], [0.92, -1.67, 0.36], [0.14, -0.64, -0.42], [1.25, -1.27, 1.32], [-0.41, 2.25, 0.24], [-2.02, 0.70, -1.38], [-2.65, 1.11, 0.22], [1.76, -2.02, -0.24], [0.47, 1.29, 1.48], [0.27, -2.53, 0.56], [-0.21, -1.02, -1.38], [2.88, 0.56, 0.03], [-2.68, -0.58, -0.32]], "mulliken_charge": [-0.44, -0.20, -0.10, -0.41, -0.99, -1.40, 0.26, 0.33, 0.33, 0.38, 0.36, 0.35, 0.24, 0.36, 0.33, 0.30, 0.31], "lumo_energy_ev": 1.0, "e_above_lowest_kj_mol": 460.9, "orbital_gap_ev": 8.95, "smiles": "C[C@H]1N(C)CN1O"}

---

(4)
{"formula": "C6H8NO4S", "method": "ωB97M-V/def2-TZVPD", "elements": ["S", "O", "O", "O", "O", "N", "C", "C", "C", "C", "C", "C", "H", "H", "H", "H", "H", "H", "H", "H"], "positions_angstrom": [[0.67, -2.23, 1.35], [-2.88, 0.60, 1.16], [-2.71, -1.40, -0.28], [-1.20, -1.40, -1.91], [-1.78, 2.40, 0.42], [0.31, 0.49, -0.32], [-1.61, -0.95, -0.85], [1.25, -0.49, -0.77], [1.87, -1.31, 0.39], [-0.98, 0.23, -0.19], [0.92, 1.64, 0.32], [-1.97, 1.19, 0.54], [1.71, 2.03, -0.33], [0.16, 2.40, 0.48], [0.75, -1.18, -1.46], [1.35, 1.35, 1.28], [2.43, -0.65, 1.06], [2.06, 0.02, -1.30], [-2.94, -0.74, 0.48], [2.57, -2.02, -0.06]], "mulliken_charge": [-0.50, -0.72, -0.56, -0.64, -0.70, 0.07, 0.42, -0.74, -0.75, 0.69, -1.09, 0.59, 0.31, 0.43, 0.32, 0.37, 0.27, 0.38, 0.49, 0.35], "lumo_energy_ev": [2.3, 2.3], "e_above_lowest_kj_mol": 0.0, "orbital_gap_ev": [5.92, 5.93], "charge": -1}

---

(5)
{"formula": "C5H4OS2", "method": "ωB97M-V/def2-TZVPD", "elements": ["S", "S", "O", "C", "C", "C", "C", "C", "H", "H", "H", "H"], "positions_angstrom": [[1.53, 1.03, 0.00], [-2.35, -0.81, 0.00], [1.99, -2.10, 0.00], [0.22, 2.15, 0.00], [0.75, -1.61, -0.01], [-1.00, 0.14, 0.00], [-1.01, 1.60, 0.00], [0.39, -0.33, 0.00], [-0.01, -2.41, 0.03], [2.67, -1.40, -0.01], [-1.97, 2.15, 0.00], [0.44, 3.22, 0.00]], "mulliken_charge": [-0.21, -0.33, -0.48, -0.36, 0.24, -0.05, -0.36, 0.18, 0.31, 0.30, 0.36, 0.39], "lumo_energy_ev": -0.9, "e_above_lowest_kj_mol": 0.0, "orbital_gap_ev": 7.21, "smiles": "O/C=C1\\SC=CC1=S"}

---

(6)
{"formula": "C4H4I2", "method": "ωB97M-V/def2-TZVPD", "elements": ["I", "I", "C", "C", "C", "C", "H", "H", "H", "H"], "positions_angstrom": [[-3.36, -1.90, -0.18], [3.05, -1.46, -0.01], [3.66, 0.85, 1.75], [3.80, 2.04, 1.00], [2.46, 0.19, 1.13], [3.86, 3.01, 0.31], [4.53, 0.27, 1.58], [3.43, 1.00, 2.75], [4.27, 3.65, -0.39], [-4.50, -0.83, 0.45]], "mulliken_charge": [-0.10, 0.10, -0.39, -0.43, -0.30, 0.00, 0.34, 0.27, 0.41, 0.10], "s2": 2.01, "lumo_energy_ev": [0.4, -1.7], "e_above_lowest_kj_mol": 141.4, "orbital_gap_ev": [8.55, 8.17], "multiplicity": 3}

---

(7)
{"formula": "C14H25CuN3O3", "method": "ωB97M-V/def2-TZVPD", "elements": ["Cu", "O", "O", "O", "N", "N", "N", "C", "C", "C", "C", "C", "C", "C", "C", "C", "C", "C", "C", "C", "C", "H", "H", "H", "H", "H", "H", "H", "H", "H", "H", "H", "H", "H", "H", "H", "H", "H", "H", "H", "H", "H", "H", "H", "H", "H"], "positions_angstrom": [[-0.71, -0.33, -0.49], [-2.25, 2.12, -3.36], [-1.83, 0.61, -1.73], [0.42, 1.32, -0.37], [0.51, -1.94, -0.20], [-0.81, 2.71, -1.77], [-0.81, -0.55, 1.62], [-1.63, 1.73, -2.27], [5.93, 4.72, -4.04], [0.96, 2.98, 1.42], [-0.64, 3.81, -2.77], [4.69, 5.64, -0.60], [-0.17, -1.80, 2.15], [-1.78, 3.48, -3.69], [0.36, 3.49, 0.30], [6.46, 6.31, -1.83], [0.02, 2.48, -0.67], [4.25, 3.29, -2.89], [5.35, 5.31, -1.75], [0.10, -2.75, 0.99], [5.10, 4.38, -2.81], [4.15, 2.51, -2.15], [0.98, 3.54, 2.34], [6.31, 7.03, -2.64], [1.61, 2.12, 1.33], [-0.67, 4.79, -2.28], [1.42, -1.52, -0.01], [-0.82, -3.28, 0.72], [0.78, -1.53, 2.63], [5.68, 4.09, -4.90], [0.62, -2.53, -1.02], [7.45, 5.86, -1.97], [0.88, -3.47, 1.25], [0.34, 3.68, -3.28], [7.00, 4.61, -3.82], [6.53, 6.92, -0.92], [-0.84, -2.27, 2.88], [3.86, 3.02, -3.86], [-1.46, 3.48, -4.73], [-2.60, 4.18, -3.54], [3.97, 6.46, -0.60], [-0.02, 4.51, 0.25], [5.13, 5.40, 0.37], [-1.78, -0.51, 1.90], [5.76, 5.77, -4.30], [-0.37, 0.28, 2.01]], "mulliken_charge": [0.18, -0.33, -0.66, -0.75, -0.37, 0.26, -0.35, 0.55, -1.36, -0.71, -0.33, -1.19, -0.61, -0.42, -0.40, -1.42, 0.85, -0.81, 1.11, -0.36, 0.96, 0.33, 0.31, 0.39, 0.30, 0.36, 0.25, 0.33, 0.29, 0.41, 0.26, 0.40, 0.34, 0.18, 0.34, 0.42, 0.33, 0.31, 0.34, 0.28, 0.36, 0.41, 0.40, 0.29, 0.34, 0.19], "s2": 0.77, "lumo_energy_ev": [-8.7, -8.7], "orbital_gap_ev": [3.94, 4.00], "charge": 2, "multiplicity": 2}

---

(8)
{"formula": "C43H55AsCl2MnNO8PS4Si3", "method": "ωB97M-V/def2-TZVPD", "elements": ["As", "Mn", "Cl", "Cl", "S", "S", "S", "S", "P", "Si", "Si", "Si", "O", "O", "O", "O", "O", "O", "O", "O", "N", "C", "C", "C", "C", "C", "C", "C", "C", "C", "C", "C", "C", "C", "C", "C", "C", "C", "C", "C", "C", "C", "C", "C", "C", "C", "C", "C", "C", "C", "C", "C", "C", "C", "C", "C", "C", "C", "C", "C", "C", "C", "C", "C", "H", "H", "H", "H", "H", "H", "H", "H", "H", "H", "H", "H", "H", "H", "H", "H", "H", "H", "H", "H", "H", "H", "H", "H", "H", "H", "H", "H", "H", "H", "H", "H", "H", "H", "H", "H", "H", "H", "H", "H", "H", "H", "H", "H", "H", "H", "H", "H", "H", "H", "H", "H", "H", "H", "H"], "positions_angstrom": [[3.56, -0.11, 2.08], [-0.26, 0.18, -0.43], [-1.19, -5.25, -4.86], [-2.85, -2.97, -3.82], [2.35, -0.74, -2.39], [0.14, 1.03, 2.29], [-2.21, -2.20, -0.03], [-8.90, -2.09, -0.71], [-0.48, 1.61, -2.47], [2.87, 2.01, 3.70], [3.45, -2.16, 3.40], [5.87, -0.04, 1.34], [1.60, -0.03, -1.25], [0.74, -0.08, 1.39], [-1.09, 0.54, 2.97], [-10.24, -4.26, -0.84], [1.20, 1.18, 3.46], [-0.23, 2.19, 1.48], [3.26, 0.23, -3.08], [0.77, -0.96, -3.72], [-2.45, -1.71, 2.68], [4.89, 1.86, 3.54], [-7.26, -1.76, -0.92], [1.55, 3.31, -1.82], [5.94, 1.48, 0.18], [1.59, 0.02, -5.74], [-3.92, 3.33, -3.65], [6.05, -1.55, 0.22], [-9.18, -3.80, -1.17], [-3.29, 0.09, -0.95], [-6.78, -1.08, -2.03], [7.45, -0.05, 2.38], [-0.59, 4.21, -1.33], [-2.26, 1.81, -2.65], [1.36, 2.42, -6.00], [-5.09, -1.34, 0.14], [2.42, 3.54, 2.67], [-3.07, -4.34, 3.28], [0.34, 1.35, -4.04], [1.32, 5.66, -1.42], [-4.60, -0.60, -0.96], [0.87, 0.11, -4.49], [2.13, 4.54, -1.72], [-6.35, -1.90, 0.15], [-2.23, -0.52, -0.33], [-2.54, -2.63, 1.65], [-8.08, -4.70, -1.74], [-5.49, -0.53, -2.04], [-4.67, 3.27, -2.45], [2.20, -2.24, 4.81], [5.19, -2.55, 3.93], [-4.41, 2.39, -1.44], [-2.65, -2.08, 3.99], [0.64, 2.49, -4.85], [-2.71, 2.59, -3.73], [-2.92, -3.37, 4.29], [1.80, 1.18, -6.48], [-0.04, 5.51, -1.26], [2.83, -3.47, 2.20], [-2.90, -3.94, 1.93], [-1.50, -3.47, -4.87], [2.71, 2.07, 5.58], [-3.13, 1.62, -1.39], [0.16, 3.20, -1.89], [5.83, -2.49, 0.75], [2.42, -4.40, 2.63], [-7.11, -4.26, -1.61], [1.49, 3.28, -6.65], [7.74, 0.86, 2.88], [5.35, 1.02, 4.03], [-0.58, -3.00, -4.43], [0.25, 3.47, -4.52], [2.62, -1.93, 5.74], [5.88, -2.90, 3.16], [7.29, -0.86, 3.10], [5.24, 2.79, 4.01], [3.65, -3.69, 1.50], [2.99, 3.80, 1.77], [2.46, 4.49, 3.23], [-0.59, 6.41, -1.04], [-2.50, 1.96, -0.58], [-1.67, -3.11, -5.88], [5.15, -3.35, 4.67], [-6.70, -2.42, 1.04], [1.74, 6.65, -1.22], [1.37, 3.46, 2.33], [8.29, -0.37, 1.77], [-4.36, 3.83, -4.50], [1.72, 1.62, 5.74], [-4.49, -1.36, 1.03], [5.48, 2.38, 0.57], [-2.06, -0.75, 2.59], [-8.21, -5.62, -1.19], [1.96, -0.94, -6.08], [-3.04, -3.64, 5.34], [3.41, 1.47, 6.11], [1.85, -3.29, 4.91], [1.46, -1.54, 4.51], [5.24, 1.91, 2.52], [-5.57, 3.88, -2.38], [-7.36, -0.99, -2.94], [1.99, -3.09, 1.61], [5.61, -1.68, 4.46], [7.02, -1.51, -0.24], [2.20, 2.38, -1.93], [2.41, 1.14, -7.40], [-5.16, 0.01, -2.97], [3.23, 4.63, -1.81], [-1.59, 4.05, -0.98], [5.31, -1.50, -0.62], [-3.01, -4.60, 1.08], [-8.27, -4.97, -2.81], [2.74, 3.09, 5.98], [-3.33, -5.38, 3.50], [6.97, 1.75, -0.02], [-5.20, 2.19, -0.74], [-2.17, 2.66, -4.65], [-2.60, -1.27, 4.68], [5.50, 1.26, -0.81]], "mulliken_charge": [0.20, -0.19, -0.22, -0.08, 0.35, 0.64, -0.12, -0.11, 1.52, 1.11, 0.56, 0.69, -0.05, -0.60, -1.11, -0.59, -0.16, -0.55, -0.46, -0.80, 0.32, -1.41, -0.28, -0.10, -1.22, -0.52, -1.16, -0.96, 0.63, 1.01, -0.53, -1.33, -0.28, 0.12, -0.88, -0.67, -0.98, -0.38, 0.48, -0.39, -1.01, 0.09, -0.68, -0.39, 0.28, 0.29, -0.84, 0.01, -0.66, -1.07, -1.27, -1.09, -0.35, -0.26, -0.28, -0.61, -0.45, -0.86, -0.93, -0.65, 0.12, -1.23, 1.03, 0.38, 0.15, 0.37, 0.29, 0.37, 0.34, 0.16, -0.19, 0.38, 0.35, 0.29, 0.30, 0.48, 0.19, 0.19, 0.41, 0.38, -0.13, 0.32, 0.49, 0.40, 0.34, 0.14, 0.39, 0.36, 0.21, 0.85, 0.33, 0.24, 0.28, 0.44, 0.38, 0.31, 0.32, 0.12, -0.03, 0.35, 0.41, 0.14, 0.22, 0.45, 0.02, 0.29, 0.40, 0.37, 0.46, 0.07, 0.51, 0.25, 0.34, 0.41, 0.39, 0.49, 0.36, 0.49, 0.27], "s2": 8.77, "lumo_energy_ev": [2.8, 2.8], "e_above_lowest_kj_mol": 0.0, "orbital_gap_ev": [3.70, 3.76], "charge": -2, "multiplicity": 6}

---

(9)
{"formula": "C5H9NO", "method": "ωB97M-V/def2-TZVPD", "elements": ["O", "N", "C", "C", "C", "C", "C", "H", "H", "H", "H", "H", "H", "H", "H", "H"], "positions_angstrom": [[-0.85, 0.01, 3.98], [0.10, 0.10, -0.39], [-0.30, -0.60, 3.19], [0.24, 0.79, -1.67], [1.33, -0.56, 0.08], [-1.18, -0.56, -0.10], [-0.85, 0.66, 0.69], [-0.74, 1.14, -1.99], [1.35, -1.60, -0.27], [2.20, -0.04, -0.32], [0.66, 0.12, -2.43], [-1.06, -1.54, 0.37], [1.33, -0.53, 1.17], [0.91, 1.65, -1.54], [-1.32, 1.54, 0.22], [-1.84, -0.59, -0.98]], "mulliken_charge": [-0.20, 0.37, 0.12, -1.06, -0.84, -0.41, -0.66, 0.41, 0.31, 0.35, 0.35, 0.25, 0.24, 0.35, 0.13, 0.29], "lumo_energy_ev": 0.8, "e_above_lowest_kj_mol": 448.1, "orbital_gap_ev": 8.13}

---

(10)
{"formula": "C4H7Cl3NO5SiTi", "method": "ωB97M-V/def2-TZVPD", "elements": ["Ti", "Cl", "Cl", "Cl", "Si", "O", "O", "O", "O", "O", "N", "C", "C", "C", "C", "H", "H", "H", "H", "H", "H", "H"], "positions_angstrom": [[0.71, -1.38, 0.80], [-0.29, -3.00, -2.50], [1.88, -4.83, -0.99], [-0.99, -4.61, 0.31], [0.40, -3.34, -0.66], [1.88, 1.72, -1.45], [1.93, -1.17, 2.23], [-0.69, 0.14, 0.41], [1.58, -0.30, -0.56], [-0.17, -1.79, 2.51], [1.13, -1.93, 2.97], [-1.33, 1.68, -1.38], [-0.19, 2.59, 0.63], [1.14, 0.91, -0.88], [-0.24, 1.40, -0.31], [-1.32, 0.73, -1.97], [-0.04, 3.50, 0.06], [-2.25, 1.76, -0.73], [-1.16, 2.72, 1.21], [-1.02, 2.54, -1.88], [-1.62, 0.22, 0.77], [0.64, 2.45, 1.42]], "mulliken_charge": [0.84, -0.22, -0.30, -0.30, 0.61, -0.59, -0.34, -0.32, -0.55, -0.38, 0.23, -1.35, -1.43, 0.27, 1.35, 0.34, 0.38, 0.41, 0.38, 0.42, 0.26, 0.29], "s2": 0.77, "lumo_energy_ev": [-1.9, -1.7], "e_above_lowest_kj_mol": 41.9, "orbital_gap_ev": [7.18, 8.35], "multiplicity": 2}

---

(11)
{"formula": "C6H4N5O5Tb", "method": "ωB97M-V/def2-TZVPD", "elements": ["Tb", "O", "O", "O", "O", "O", "N", "N", "N", "N", "N", "C", "C", "C", "C", "C", "C", "H", "H", "H", "H"], "positions_angstrom": [[-0.76, -0.09, -1.09], [1.92, -1.98, -2.80], [0.39, 2.07, -3.77], [2.17, 1.61, -1.22], [2.15, -1.49, 0.33], [0.51, -5.85, -2.43], [0.38, 1.63, 3.30], [-0.57, 0.90, 2.58], [-0.42, 0.73, 1.27], [-1.87, 0.92, 2.99], [-1.66, 0.40, 0.83], [1.12, -1.07, 0.02], [-2.50, 0.56, 1.88], [0.10, 1.72, -2.65], [1.26, 1.07, -1.78], [-0.09, -4.94, -2.10], [1.03, -1.29, -2.51], [-3.56, 0.42, 1.76], [1.29, 1.20, 3.19], [0.06, 1.69, 4.26], [-0.96, 1.77, -2.05]], "mulliken_charge": [1.19, -0.14, -0.28, -0.34, -0.13, -0.13, -0.53, 0.66, 0.03, -0.56, -0.37, 0.36, -0.10, 0.31, 0.49, 0.14, 0.26, 0.44, 0.30, 0.34, 0.08], "s2": 12.91, "lumo_energy_ev": [-9.7, -9.5], "e_above_lowest_kj_mol": 260.9, "orbital_gap_ev": [5.85, 6.26], "charge": 2, "multiplicity": 7}

---

(12)
{"formula": "C4H9N", "method": "ωB97M-V/def2-TZVPD", "elements": ["N", "C", "C", "C", "C", "H", "H", "H", "H", "H", "H", "H", "H", "H"], "positions_angstrom": [[0.57, -0.01, -0.29], [-1.93, 0.55, -0.20], [2.00, 0.17, -0.08], [-0.17, -0.86, 0.64], [-0.72, 0.50, 0.74], [0.51, -1.17, 1.44], [0.20, 0.24, -1.19], [-2.14, 1.54, -0.64], [-1.96, -0.20, -1.02], [-0.70, -1.71, 0.20], [-2.79, 0.32, 0.45], [2.53, -0.80, -0.05], [2.44, 0.76, -0.88], [2.15, 0.68, 0.88]], "mulliken_charge": [-0.08, -1.07, -0.96, -0.37, -0.28, 0.26, 0.30, 0.29, 0.34, 0.22, 0.34, 0.33, 0.34, 0.32], "lumo_energy_ev": 1.0, "e_above_lowest_kj_mol": 342.4, "orbital_gap_ev": 8.53}

---

For the records above, the corresponding calculated total energy values read -2855.05617, -324.59484, -343.02593, -987.39517, -1064.50518, -749.95352, -2578.20783, -9437.96315, -325.76689, -3107.21244, -1704.60337, -212.42078 a.u..